DFT (ωB97M-V with the def2-TZVPD basis set) results for C5H7N3O as an isolated structure at a distorted geometry.

XYZ file:
```
16
Properties=species:S:1:pos:R:3:forces:R:3:lowdin_charge:R:1
O 0.48121 1.85587 1.04476 0.41 -2.38 -1.77 0.078
N -0.61132 0.09963 -0.07145 7.87 -4.77 2.10 -0.212
N -1.72307 0.53667 -0.54271 -6.53 -0.40 -0.91 -0.138
N 2.46951 -0.26906 2.11542 -7.36 -0.14 -10.05 0.134
C 0.59702 -1.85888 -1.10481 -2.45 6.21 1.11 0.022
C -2.06623 0.50203 -2.03852 2.41 1.83 -2.23 -0.135
C 1.64741 -0.21184 1.06191 6.07 1.32 9.53 -0.067
C 0.49347 0.71525 0.57686 -1.96 3.60 2.03 -0.405
C -0.19713 -1.34257 -0.00442 -0.99 -2.83 -3.21 -0.178
H -2.55463 -0.01396 -0.07122 1.97 1.74 -0.76 0.167
H 0.83202 -2.84884 -1.12844 0.87 -2.58 -0.18 -0.020
H -2.61710 -0.47700 -2.59453 1.18 2.76 2.12 0.102
H -0.89291 0.53697 -2.66086 -3.75 0.19 1.87 0.120
H 1.06749 -1.05396 -2.16443 -1.71 -2.67 3.95 0.188
H -2.63259 1.67630 -2.15034 1.50 -4.06 -0.29 0.133
H -0.84503 -2.06096 0.95672 2.47 2.18 -3.32 0.209
```
Positions in Å, forces in eV/Å.

Values from the calculation:
- Net charge: 0
- 2S+1: 1
- F_max: 12.5 eV/A
- HOMO-LUMO gap: 9.41 eV
- HOMO energy: -9.89 eV
- Energy above the lowest of the compared OMol25 structures with the same formula, charge and spin: 236.05 kcal per mole
- E: -11806.1535 eV